# 1
The following is a DFT calculation (ωB97M-V/def2-TZVPD) of a 2-piece molecular cluster, C4H13N2O2 overall at a distorted geometry.

Last column: natural (NBO) charge in e.
Cartesian coordinates (Å):
1 C 0.600555 -2.383304 -0.127397  -0.639
2 C 0.413364 -1.026704 -0.837256  -0.044
3 C -0.255017 -0.087925 0.322960  -0.565
4 C -0.245881 1.243251 -0.301261  0.704
5 N 0.371583 2.182603 0.524367  -0.788
6 O -0.745070 1.384811 -1.512140  -0.683
7 N -0.588025 -1.083301 -1.889272  -0.746
8 H 0.836017 -3.190409 -0.741313  0.230
9 H -0.319803 -2.694735 0.412969  0.225
10 H 1.351943 -2.417631 0.669187  0.247
11 H 1.307526 -0.458985 -1.287100  0.247
12 H -1.387838 -0.096660 0.470426  0.262
13 H 0.180626 -0.116243 1.333064  0.287
14 H 0.876138 1.921393 1.341721  0.427
15 H 0.109645 3.223589 0.255901  0.439
16 H -1.306998 -1.811278 -1.861087  0.433
17 H -0.226231 -1.180014 -2.857456  0.433
18 H -1.043749 -0.028151 -2.034730  0.496
19 H 1.149779 0.481584 3.453001  0.481
20 H 0.320890 -0.762720 3.291709  0.487
21 O 0.318697 0.235593 3.107862  -0.934

Atoms 1-2, force components in eV/Å:
-0.41 0.51 1.02
-0.36 0.60 3.08

Total charge: +1

---

# 2
The following is a DFT calculation (ωB97M-V/def2-TZVPD) of a 2-piece molecular cluster, C4H13N2OPS overall at a distorted geometry.

Last column: natural (NBO) charge in e.
Cartesian coordinates (Å):
1 C -2.557842 -1.297576 -1.057892  -0.698
2 C -1.258387 1.940284 0.502438  -0.581
3 C -1.055542 -1.044640 -1.138349  0.179
4 C -0.651072 0.493375 0.687325  -0.245
5 N 2.351892 -0.278674 -1.361119  -1.145
6 N -0.370235 -0.211170 -0.471869  -0.475
7 O 4.279572 1.147207 -0.343108  -1.001
8 P 2.748712 0.531685 0.101165  1.125
9 S 3.459377 -1.178749 1.232858  -0.424
10 H -2.732020 -1.832644 -0.122399  0.229
11 H -2.867535 -0.266746 -0.908628  0.230
12 H -2.962491 -1.815762 -1.844338  0.227
13 H -2.310270 1.812197 -0.133404  0.182
14 H -1.382974 2.395595 1.461553  0.216
15 H -0.673848 2.506361 -0.138963  0.209
16 H 3.891844 -0.605705 2.379624  0.140
17 H -0.447265 -1.602802 -1.911268  0.161
18 H 0.250203 0.563467 1.255767  0.207
19 H -1.418770 -0.069393 1.194060  0.170
20 H 1.436968 -0.611153 -1.257466  0.415
21 H 3.115598 -0.896191 -1.558036  0.380
22 H 4.569013 1.905884 0.333641  0.498

Atoms 1-2, force components in eV/Å:
2.46 1.73 2.90
-2.85 -3.07 -1.70

SMILES string: C/C=N\CC.NP(O)S

---

# 3
The following is a DFT calculation (ωB97M-V/def2-TZVPD) of an isolated ion of composition C4H13N2S and charge +1 at a distorted geometry.

Last column: natural (NBO) charge in e.
Cartesian coordinates (Å):
1 C -0.685486 -0.703702 -0.817562  -0.254
2 N -1.017377 -0.212079 0.535320  -0.684
3 C -0.617209 1.153321 1.054966  -0.226
4 C -0.293006 2.233630 -0.056401  -0.580
5 S 1.036094 1.815369 -1.126114  -0.040
6 C 0.675364 -1.465904 -0.766320  -0.238
7 N 0.768020 -2.107551 0.604341  -0.680
8 H -0.735970 -0.027093 -1.663449  0.226
9 H -1.279133 -1.579439 -1.115731  0.218
10 H -2.032994 -0.162031 0.471851  0.388
11 H 0.249069 1.153486 1.717802  0.188
12 H -1.466696 1.561224 1.616057  0.224
13 H -1.235609 2.344075 -0.627863  0.227
14 H -0.048677 3.185306 0.426514  0.256
15 H 1.990896 2.616559 -0.650957  0.150
16 H 1.566726 -0.862376 -0.909044  0.244
17 H 0.761027 -2.241090 -1.589867  0.234
18 H 1.588153 -2.723870 0.728632  0.443
19 H -0.023182 -2.669762 0.914956  0.444
20 H 0.799990 -1.308075 1.252870  0.460

Atoms 1-2, force components in eV/Å:
1.70 -1.51 0.33
-1.19 0.73 -0.44

SMILES string: [NH3+]CCNCCS
Total charge: +1

---

# 4
The following is a DFT calculation (ωB97M-V/def2-TZVPD) of one molecule with the formula C4H13N3 at a distorted geometry.

Last column: natural (NBO) charge in e.
Cartesian coordinates (Å):
1 N 0.647124 0.350547 1.383345  -0.824
2 C -0.290127 0.074888 0.278458  -0.078
3 C 0.258431 -1.051869 -0.610418  -0.405
4 C 1.643585 -0.781888 -1.157359  -0.222
5 N 1.666966 0.472007 -1.953230  -0.866
6 C -1.688010 -0.249392 0.773628  -0.222
7 N -2.436560 0.899889 1.282490  -0.860
8 H 1.301672 1.024468 0.973586  0.348
9 H 0.163118 1.059814 1.951909  0.344
10 H -0.372310 0.903439 -0.449375  0.178
11 H -0.468516 -1.244336 -1.399053  0.198
12 H 0.277893 -1.988630 -0.041631  0.202
13 H 2.374759 -0.716279 -0.350115  0.196
14 H 1.894631 -1.602923 -1.824314  0.180
15 H 1.606048 0.248604 -2.937122  0.360
16 H 2.480945 1.039633 -1.774140  0.362
17 H -2.316959 -0.686949 0.000806  0.195
18 H -1.568687 -0.971985 1.586774  0.194
19 H -2.588980 1.608252 0.581004  0.359
20 H -2.203511 1.284638 2.180768  0.362

Atoms 1-2, force components in eV/Å:
-0.51 1.69 -0.29
0.07 -0.50 -1.57

SMILES string: NCC[C@H](N)CN

---

# 5
The following is a DFT calculation (ωB97M-V/def2-TZVPD) of one molecule with the formula C4H13N3 at a distorted geometry.

Last column: natural (NBO) charge in e.
Cartesian coordinates (Å):
1 N -0.486153 0.323977 -1.647649  -0.820
2 C 0.200259 -0.192920 -0.448961  -0.062
3 C -0.741153 -0.464254 0.739975  -0.426
4 C -1.423526 0.721984 1.286565  -0.227
5 N -0.872419 2.104616 1.310935  -0.858
6 C 0.976426 -1.461770 -0.979867  -0.210
7 N 2.358464 -1.016491 -1.273066  -0.814
8 H -0.006194 1.113992 -1.866265  0.347
9 H -1.411014 0.775796 -1.386351  0.345
10 H 1.061777 0.485106 -0.192079  0.160
11 H -0.078855 -0.829085 1.679794  0.199
12 H -1.547408 -1.273560 0.508910  0.230
13 H -2.310742 0.866792 0.608365  0.167
14 H -1.925926 0.401111 2.318327  0.207
15 H -0.473600 2.398487 2.205651  0.361
16 H -0.150272 2.351260 0.630910  0.360
17 H 0.890055 -2.207453 -0.074358  0.144
18 H 0.441754 -2.116704 -1.715745  0.209
19 H 2.598740 -0.255605 -0.773482  0.338
20 H 2.899782 -1.725280 -0.931602  0.351

Atoms 1-2, force components in eV/Å:
-3.49 -0.58 1.71
0.33 -1.45 -1.31

SMILES string: NCC[C@H](N)CN

---

# 6
The following is a DFT calculation (ωB97M-V/def2-TZVPD) of one molecule with the formula C4H13N3 at a distorted geometry.

Last column: natural (NBO) charge in e.
Cartesian coordinates (Å):
1 C -0.810857 -1.438664 0.477564  -0.214
2 N -2.206342 -1.768896 0.250599  -0.860
3 C -0.278944 -0.159744 -0.155642  -0.062
4 C -0.423041 -0.199488 -1.675555  -0.618
5 N 1.120629 0.036311 0.158624  -0.657
6 C 1.679896 1.335493 0.311945  -0.044
7 N 1.304460 1.976041 1.610959  -0.867
8 H -0.311046 -2.246034 -0.094965  0.182
9 H -0.580649 -1.465286 1.547911  0.188
10 H -2.844497 -0.994104 0.222540  0.358
11 H -2.457680 -2.495417 -0.377187  0.371
12 H -1.046632 0.590983 0.099194  0.168
13 H -1.350462 -0.695830 -2.008623  0.205
14 H 0.357334 -0.813782 -2.116538  0.206
15 H -0.369757 0.830117 -2.035749  0.202
16 H 1.515546 -0.750846 0.654594  0.375
17 H 2.759372 1.340997 0.160334  0.185
18 H 1.181824 1.902587 -0.500105  0.164
19 H 2.140135 2.325878 2.049394  0.359
20 H 0.620710 2.689687 1.420703  0.358

Atoms 1-2, force components in eV/Å:
0.20 -1.42 -1.14
-0.24 0.97 0.99

SMILES string: C[C@@H](CN)NCN

---

In Ha, the E_tot values for the records above are, in order, -419.9291, -1084.4671, -667.6252, -324.4534, -324.3827, -324.4311.
In eV, the gap between HOMO and LUMO values for the records above are, in order, 11.4, 9.4, 9.1, 9.9, 10.1, 9.5.
In eV, the lowest unoccupied orbital energy values for the records above are, in order, -2.866, 0.758, -3.336, 1.048, 0.921, 1.095.